[1]
ORCA calculation (ωB97M-V/def2-TZVPD) on a molecular structure, C5H9OP in a non-equilibrium geometry.

XYZ file:
```
16
Properties=species:S:1:pos:R:3:forces:R:3
C -0.667 1.251 1.290 -0.4 0.5 -0.7
C -1.715 0.398 1.078 -0.2 -0.1 0.6
C -0.146 2.248 0.191 0.0 0.7 1.1
C -0.534 1.657 -1.196 -2.6 2.3 0.2
C 1.551 -3.218 0.355 0.9 1.7 -3.4
O -2.328 -0.602 -1.582 0.1 1.8 1.2
P -1.880 0.453 -0.625 1.6 -1.4 -1.1
H -0.222 1.346 2.304 0.0 -0.2 -0.8
H 0.740 -2.770 0.889 -0.2 0.0 0.6
H -0.679 3.231 0.557 1.1 -1.5 -1.4
H 0.968 2.417 0.276 -1.2 -0.2 0.0
H -0.950 2.445 -1.958 0.9 -1.7 1.4
H 0.205 1.028 -1.632 0.8 -0.3 -0.4
H 1.207 -3.690 -0.576 -0.4 -0.7 0.7
H 2.314 -3.771 0.831 0.2 -0.8 1.0
H 2.137 -2.422 -0.202 -0.6 -0.1 1.1
```
Positions in Å, forces in eV/Å.

For the max |F|, the calculation gives 0.076 Eh/bohr. The spin multiplicity is 1. The calculation puts the energy above the lowest of the compared OMol25 structures with the same formula, charge and spin at 3.4373 eV. Its HOMO-LUMO gap (spin up / spin down) is 7.1943 / 7.1948 eV.

[2]
ORCA calculation (ωB97M-V/def2-TZVPD) on a molecular structure, C37H50AlBN4OPS2.

XYZ file:
```
97
Properties=species:S:1:pos:R:3:forces:R:3
Al 0.926 0.050 1.202 0.4 0.2 0.3
C 3.073 2.184 1.108 0.0 0.1 -0.1
N 1.729 1.999 0.551 -0.1 -0.1 0.0
C 1.769 2.117 -0.914 0.0 0.0 -0.1
C 0.785 2.994 1.096 0.0 0.0 -0.1
C -0.607 2.432 1.282 0.1 0.1 0.0
C -1.660 3.311 1.528 0.0 0.0 -0.1
C -2.917 2.818 1.827 0.0 0.0 0.1
C -3.109 1.441 1.895 0.3 0.1 0.6
C -2.054 0.581 1.633 0.1 0.1 0.1
C -0.779 1.050 1.297 -0.2 -0.2 0.0
H 3.462 3.178 0.844 0.0 0.0 0.0
H 3.730 1.416 0.700 0.0 0.0 0.0
H 3.033 2.039 2.185 0.0 0.0 0.0
H 1.983 3.157 -1.198 0.0 0.0 0.0
H 0.818 1.802 -1.341 0.1 0.1 0.0
H 2.556 1.477 -1.307 0.0 0.0 0.0
H 0.752 3.865 0.427 0.1 0.1 0.1
H 1.170 3.342 2.058 0.0 -0.1 0.0
H -1.491 4.384 1.495 0.0 0.0 0.0
H -3.739 3.499 2.018 0.0 0.0 0.0
H -4.083 1.040 2.151 0.4 0.2 0.2
H -2.229 -0.485 1.703 0.0 0.0 0.1
C -1.740 -5.246 3.025 0.0 0.0 0.0
C -0.576 -5.997 2.391 0.0 0.0 -0.1
C 0.789 -5.408 2.739 0.1 0.0 0.1
C 1.016 -4.005 2.188 -0.1 0.1 -0.1
N 1.063 -4.027 0.730 0.2 -0.1 0.2
C 0.250 -3.375 -0.108 -0.1 0.2 -0.1
S -1.027 -2.384 0.408 0.3 -0.4 0.1
N 0.530 -3.558 -1.416 0.0 -0.1 0.0
C -0.069 -2.828 -2.517 0.0 0.1 -0.1
C -0.396 -3.759 -3.681 0.0 0.0 0.0
C -1.747 -4.456 -3.559 -0.1 0.0 0.0
C -1.903 -5.352 -2.336 0.0 0.0 0.0
H -2.687 -5.754 2.835 0.0 0.0 0.0
H -1.824 -4.236 2.625 0.0 0.0 0.0
H -1.612 -5.170 4.107 0.0 0.0 0.0
H -0.695 -5.998 1.302 0.0 0.0 0.0
H -0.603 -7.047 2.700 0.0 0.0 0.0
H 1.580 -6.072 2.371 0.0 0.0 0.0
H 0.909 -5.368 3.826 0.0 0.0 0.0
H 1.927 -3.540 2.563 0.1 -0.1 0.0
H 0.217 -3.325 2.470 0.0 0.0 0.0
H 1.869 -4.477 0.317 0.0 0.0 0.0
H 1.439 -3.947 -1.633 0.0 0.1 0.0
H 0.618 -2.033 -2.826 -0.1 -0.1 0.0
H -0.969 -2.343 -2.144 0.0 0.0 0.0
H 0.409 -4.495 -3.790 0.0 0.0 0.0
H -0.392 -3.175 -4.602 0.0 0.0 0.0
H -1.923 -5.043 -4.467 0.0 0.0 0.0
H -2.529 -3.687 -3.540 0.0 0.0 0.0
H -1.116 -6.109 -2.299 0.0 0.0 0.0
H -2.865 -5.868 -2.356 0.0 0.0 0.0
H -1.851 -4.780 -1.410 0.0 0.0 0.0
B 3.388 -2.255 -1.993 0.0 0.0 0.1
C 2.500 -1.368 -1.025 -0.2 0.0 -0.2
N 1.779 -0.753 -0.369 0.0 -0.1 0.1
H 4.432 -1.685 -2.204 0.0 0.0 0.0
H 3.567 -3.319 -1.423 0.0 0.0 0.0
H 2.745 -2.406 -3.014 0.1 0.0 0.0
S 1.933 -0.498 2.971 0.0 -0.1 0.0
O -0.905 0.885 -1.872 0.0 -0.1 -0.1
P -2.311 0.929 -2.332 -0.2 0.0 0.1
C -2.796 2.618 -2.778 0.0 0.0 0.0
C -1.960 3.644 -2.356 0.0 0.0 0.0
C -2.277 4.964 -2.651 0.0 0.0 0.0
C -3.426 5.257 -3.369 0.0 0.0 0.0
C -4.264 4.233 -3.796 0.0 0.0 0.0
C -3.949 2.917 -3.500 0.0 0.0 0.0
C -2.556 -0.063 -3.829 0.0 0.0 0.0
C -1.440 -0.258 -4.639 0.0 0.0 0.0
C -1.561 -0.957 -5.830 0.0 0.0 0.0
C -2.789 -1.480 -6.209 0.0 0.0 0.0
C -3.901 -1.304 -5.396 0.0 0.0 0.0
C -3.784 -0.596 -4.209 0.0 0.0 0.0
C -3.561 0.361 -1.166 -0.2 0.0 -0.1
C -3.563 -0.986 -0.804 -0.1 0.1 -0.2
C -4.459 -1.453 0.141 -0.1 0.0 0.0
C -5.372 -0.581 0.719 -0.1 -0.1 -0.1
C -5.374 0.759 0.367 -0.3 -0.2 -0.5
C -4.463 1.233 -0.566 -0.2 -0.1 -0.3
H -1.069 3.396 -1.794 0.0 0.0 0.0
H -1.626 5.761 -2.317 0.0 0.0 0.0
H -3.672 6.286 -3.599 0.0 0.0 0.0
H -5.160 4.461 -4.359 0.0 0.0 0.0
H -4.603 2.122 -3.836 0.0 0.0 0.0
H -0.483 0.131 -4.316 0.0 0.0 0.0
H -0.690 -1.106 -6.456 0.0 0.0 0.0
H -2.879 -2.036 -7.133 0.0 0.0 0.0
H -4.856 -1.726 -5.680 0.0 0.0 0.0
H -4.648 -0.482 -3.564 0.0 0.0 0.0
H -2.832 -1.662 -1.227 -0.1 0.0 0.0
H -4.429 -2.492 0.438 0.0 0.0 0.0
H -6.071 -0.945 1.461 0.0 0.0 0.0
H -6.065 1.446 0.839 0.0 0.0 0.0
H -4.447 2.287 -0.809 0.0 0.0 0.0
```
Positions in Å, forces in eV/Å.

For the max |F|, the calculation gives 0.013 Eh/bohr. The spin multiplicity is 1. The calculation puts the energy above the lowest of the compared OMol25 structures with the same formula, charge and spin at 1.2920 eV. The charge is -1. Its HOMO-LUMO gap is 5.7159 eV.